## i
A 4-piece molecular cluster, C36H76N4O4 overall, computed with ωB97M-V/def2-TZVPD.

The geometry in XYZ format:
```
120
Properties=species:S:1:pos:R:3
C 16.100 0.096 -3.469
C 17.362 0.118 -2.508
C 18.602 0.377 -3.346
C 19.860 0.526 -2.421
C 19.667 1.855 -1.664
C 18.330 1.907 -0.847
N 17.252 1.276 -1.588
O 16.101 1.318 -0.711
C 18.765 1.189 0.513
C 17.943 3.420 -0.645
C 17.513 -1.238 -1.775
H 15.752 -0.839 -3.907
H 16.138 0.875 -4.231
H 15.237 0.187 -2.811
H 18.824 -0.561 -3.854
H 18.702 1.220 -4.030
H 20.836 0.631 -2.896
H 20.142 -0.374 -1.875
H 19.690 2.705 -2.345
H 20.551 2.006 -1.044
H 19.534 0.434 0.351
H 19.146 1.875 1.269
H 17.857 0.759 0.936
H 17.248 3.524 0.188
H 18.795 3.962 -0.236
H 17.354 3.893 -1.431
H 16.602 -1.833 -1.847
H 17.808 -1.166 -0.728
H 18.245 -1.877 -2.270
H 15.487 1.889 -1.179
C 22.704 -2.358 6.447
C 21.564 -3.376 6.795
C 20.284 -2.500 6.806
C 18.992 -3.275 6.917
C 18.984 -4.312 5.763
C 20.208 -5.304 5.611
N 21.403 -4.421 5.688
O 22.502 -5.173 5.526
C 20.299 -6.442 6.683
C 20.023 -5.988 4.206
C 21.930 -3.915 8.211
H 22.533 -1.525 7.129
H 22.627 -1.784 5.524
H 23.711 -2.701 6.685
H 20.282 -1.846 7.678
H 20.171 -1.797 5.980
H 18.179 -2.559 6.802
H 18.801 -3.699 7.903
H 18.864 -3.740 4.843
H 18.105 -4.872 6.081
H 21.285 -6.900 6.759
H 19.928 -6.147 7.665
H 19.736 -7.268 6.248
H 20.766 -6.743 3.949
H 18.985 -6.291 4.066
H 20.206 -5.257 3.418
H 21.284 -4.775 8.388
H 21.857 -3.222 9.049
H 22.902 -4.408 8.238
H 23.049 -4.891 4.789
C 9.362 4.718 -4.695
C 10.097 5.847 -4.004
C 9.663 7.203 -4.581
C 10.135 8.398 -3.702
C 9.729 8.286 -2.208
C 10.032 6.866 -1.575
N 9.786 5.762 -2.547
O 10.307 4.532 -2.036
C 11.469 6.880 -1.052
C 8.920 6.701 -0.533
C 11.667 5.672 -4.233
H 8.339 4.781 -4.325
H 9.583 3.741 -4.264
H 9.457 4.759 -5.780
H 10.096 7.411 -5.560
H 8.587 7.137 -4.741
H 9.967 9.420 -4.041
H 11.224 8.433 -3.750
H 8.672 8.550 -2.231
H 10.231 9.105 -1.694
H 12.172 7.284 -1.780
H 11.648 7.291 -0.059
H 11.812 5.888 -0.759
H 8.921 5.648 -0.250
H 9.149 7.350 0.312
H 7.918 7.090 -0.711
H 11.919 4.876 -4.934
H 12.346 5.536 -3.391
H 12.042 6.421 -4.931
H 9.502 4.042 -1.855
C 10.883 -1.452 4.967
C 10.777 -2.902 4.389
C 9.236 -3.248 4.562
C 8.777 -4.435 3.733
C 9.179 -4.151 2.261
C 10.579 -3.816 1.919
N 11.181 -2.941 2.952
O 12.571 -2.717 2.758
C 11.315 -5.112 1.752
C 10.493 -3.092 0.550
C 11.636 -3.921 5.265
H 10.569 -1.579 6.003
H 10.216 -0.716 4.517
H 11.918 -1.126 5.067
H 8.905 -3.267 5.600
H 8.537 -2.447 4.322
H 7.720 -4.699 3.736
H 9.273 -5.342 4.078
H 8.398 -3.473 1.917
H 8.925 -5.120 1.831
H 11.409 -5.579 2.732
H 11.031 -5.759 0.922
H 12.333 -4.785 1.542
H 9.706 -2.342 0.628
H 11.407 -2.538 0.334
H 10.203 -3.794 -0.232
H 11.086 -4.200 6.163
H 12.550 -3.404 5.556
H 11.905 -4.855 4.772
H 12.447 -1.918 2.241
```

Values from the calculation:
**LUMO energy**: 0.33 eV
**M**: 629.0 g mol⁻¹
**Net charge**: 0
**Orbital gap**: 8.4 eV
**E_HOMO**: -8.0344 eV
**SMILES string**: CC1(C)CCCC(C)(C)N1O.CC1(C)CCCC(C)(C)N1O.CC1(C)CCCC(C)(C)N1O.CC1(C)CCCC(C)(C)N1O

=====

## ii
A 4-piece molecular cluster, C36H76N4O4 overall, computed with ωB97M-V/def2-TZVPD.

The geometry in XYZ format:
```
120
Properties=species:S:1:pos:R:3
C 2.822 6.454 -1.300
C 3.965 5.606 -2.128
C 5.119 6.658 -2.313
C 6.114 6.880 -1.157
C 6.495 5.553 -0.629
C 5.348 4.514 -0.231
N 4.428 4.463 -1.375
O 3.522 3.447 -1.203
C 6.088 3.160 -0.026
C 4.627 4.977 1.093
C 3.411 5.327 -3.494
H 2.018 6.880 -1.900
H 3.288 7.254 -0.726
H 2.224 5.901 -0.576
H 5.729 6.291 -3.138
H 4.514 7.471 -2.714
H 5.690 7.333 -0.260
H 6.967 7.506 -1.419
H 7.213 5.679 0.182
H 7.168 5.261 -1.435
H 6.641 2.895 -0.928
H 6.821 3.035 0.771
H 5.368 2.385 0.236
H 4.600 4.182 1.838
H 4.891 5.910 1.590
H 3.570 5.155 0.895
H 3.901 4.679 -4.221
H 3.358 6.246 -4.078
H 2.388 4.975 -3.364
H 3.929 2.689 -1.628
C -0.010 1.281 -0.331
C 0.559 0.300 -1.330
C -0.102 0.721 -2.772
C 0.819 0.819 -4.003
C 1.899 -0.192 -4.049
C 2.724 -0.182 -2.646
N 1.983 0.487 -1.506
O 2.739 0.547 -0.336
C 3.170 -1.581 -2.330
C 3.938 0.714 -2.991
C 0.182 -1.158 -0.997
H -0.232 0.754 0.597
H -0.998 1.637 -0.621
H 0.629 2.133 -0.100
H -0.899 -0.004 -2.939
H -0.654 1.661 -2.768
H 1.277 1.807 -3.941
H 0.126 0.665 -4.830
H 2.564 0.080 -4.869
H 1.389 -1.139 -4.224
H 3.419 -1.693 -1.275
H 2.388 -2.338 -2.390
H 3.907 -2.075 -2.963
H 4.307 0.264 -3.912
H 3.750 1.773 -3.172
H 4.729 0.611 -2.248
H 0.480 -1.851 -1.784
H -0.872 -1.268 -0.744
H 0.822 -1.441 -0.161
H 2.682 1.476 -0.103
C -3.410 -0.200 0.439
C -4.802 -0.843 0.264
C -5.615 -0.123 1.316
C -7.115 -0.440 1.340
C -7.598 -0.242 -0.112
C -6.835 -0.785 -1.290
N -5.365 -0.489 -0.990
O -4.533 -0.956 -2.022
C -7.126 -2.308 -1.621
C -7.409 0.095 -2.523
C -4.656 -2.377 0.519
H -2.877 -0.581 1.311
H -3.488 0.864 0.660
H -2.719 -0.431 -0.372
H -5.238 -0.234 2.333
H -5.519 0.948 1.133
H -7.500 0.140 2.178
H -7.158 -1.491 1.625
H -7.668 0.845 -0.152
H -8.660 -0.479 -0.175
H -8.044 -2.443 -2.193
H -6.282 -2.830 -2.073
H -7.323 -2.827 -0.683
H -8.494 0.087 -2.620
H -6.980 1.088 -2.391
H -7.039 -0.360 -3.442
H -5.533 -3.011 0.652
H -4.161 -2.442 1.488
H -4.074 -2.809 -0.295
H -4.491 -0.192 -2.601
C -1.319 -6.262 4.702
C -0.178 -5.173 4.807
C 1.060 -5.682 3.940
C 0.934 -5.532 2.390
C 0.630 -4.115 2.069
C -0.681 -3.587 2.817
N -0.658 -3.897 4.313
O -1.829 -3.412 4.892
C -0.751 -2.073 2.634
C -1.976 -4.289 2.153
C 0.353 -5.004 6.187
H -0.998 -7.184 5.185
H -1.563 -6.524 3.672
H -2.239 -5.985 5.216
H 2.019 -5.423 4.389
H 1.020 -6.769 4.016
H 0.132 -6.174 2.024
H 1.851 -5.816 1.873
H 0.479 -4.072 0.990
H 1.483 -3.517 2.390
H -1.680 -1.528 2.805
H -0.090 -1.548 3.324
H -0.379 -1.768 1.656
H -1.749 -5.310 1.847
H -2.921 -4.328 2.695
H -2.166 -3.807 1.194
H 1.367 -4.647 6.367
H 0.427 -5.983 6.660
H -0.301 -4.377 6.794
H -1.496 -2.962 5.672
```

Values from the calculation:
**LUMO energy**: 0.68 eV
**M**: 629.0 g mol⁻¹
**Net charge**: 0
**Orbital gap**: 8.6 eV
**E_HOMO**: -7.9227 eV
**SMILES string**: CC1(C)CCCC(C)(C)N1O.CC1(C)CCCC(C)(C)N1O.CC1(C)CCCC(C)(C)N1O.CC1(C)CCCC(C)(C)N1O

=====

## iii
A 4-piece molecular cluster, C36H76N4O4 overall, computed with ωB97M-V/def2-TZVPD.

The geometry in XYZ format:
```
120
Properties=species:S:1:pos:R:3
C 1.454 -13.650 -14.225
C 2.397 -13.053 -15.243
C 3.843 -13.173 -14.661
C 4.945 -13.048 -15.730
C 4.631 -13.992 -16.888
C 3.277 -13.737 -17.573
N 2.249 -13.702 -16.547
O 0.939 -13.679 -17.063
C 3.367 -12.455 -18.388
C 3.045 -14.882 -18.587
C 2.015 -11.594 -15.301
H 0.412 -13.633 -14.543
H 1.604 -13.168 -13.257
H 1.657 -14.693 -13.948
H 3.933 -12.243 -14.094
H 4.002 -13.997 -13.968
H 5.967 -13.199 -15.374
H 5.021 -11.992 -16.014
H 4.714 -15.008 -16.490
H 5.448 -13.941 -17.614
H 2.374 -12.185 -18.759
H 3.613 -11.643 -17.701
H 4.044 -12.520 -19.238
H 2.801 -15.834 -18.110
H 2.226 -14.651 -19.266
H 4.004 -14.975 -19.097
H 2.092 -11.128 -14.311
H 0.970 -11.382 -15.533
H 2.679 -10.962 -15.896
H 0.636 -14.581 -16.906
C 7.469 0.053 -14.115
C 8.575 -0.756 -13.400
C 9.368 -1.565 -14.421
C 10.651 -2.173 -13.827
C 11.556 -1.081 -13.199
C 10.764 -0.200 -12.168
N 9.496 0.187 -12.799
O 8.858 1.156 -11.969
C 10.627 -0.952 -10.809
C 11.616 1.054 -11.986
C 7.823 -1.634 -12.386
H 6.689 0.473 -13.486
H 6.998 -0.481 -14.945
H 7.938 0.899 -14.627
H 8.664 -2.315 -14.787
H 9.773 -1.015 -15.273
H 11.240 -2.693 -14.585
H 10.400 -2.955 -13.104
H 12.059 -0.464 -13.944
H 12.365 -1.604 -12.683
H 9.798 -0.589 -10.205
H 10.536 -2.031 -10.934
H 11.586 -0.731 -10.339
H 11.412 1.640 -12.885
H 11.266 1.684 -11.168
H 12.675 0.819 -11.904
H 8.341 -2.027 -11.508
H 7.192 -2.414 -12.815
H 7.064 -1.015 -11.891
H 8.519 0.624 -11.229
C -2.202 -5.226 -18.536
C -1.498 -6.000 -17.458
C -0.934 -4.889 -16.547
C -0.680 -5.339 -15.101
C -1.986 -6.004 -14.601
C -2.463 -7.234 -15.368
N -2.423 -6.905 -16.773
O -3.064 -7.829 -17.655
C -1.531 -8.383 -14.905
C -3.871 -7.589 -14.886
C -0.299 -6.801 -17.981
H -1.595 -4.411 -18.926
H -3.085 -4.709 -18.145
H -2.611 -5.930 -19.268
H 0.052 -4.644 -16.957
H -1.478 -3.945 -16.542
H -0.405 -4.442 -14.541
H 0.194 -5.985 -14.987
H -2.702 -5.182 -14.543
H -1.698 -6.333 -13.599
H -0.516 -7.999 -15.065
H -1.611 -8.644 -13.853
H -1.545 -9.254 -15.564
H -4.563 -6.747 -14.976
H -4.280 -8.443 -15.424
H -3.837 -7.839 -13.825
H 0.248 -6.262 -18.759
H -0.653 -7.776 -18.317
H 0.483 -7.013 -17.245
H -3.870 -7.321 -17.808
C 5.369 -4.293 -15.513
C 4.022 -5.045 -15.369
C 3.264 -5.211 -16.688
C 3.816 -6.402 -17.482
C 3.843 -7.680 -16.666
C 4.560 -7.551 -15.311
N 4.107 -6.307 -14.670
O 4.734 -6.157 -13.397
C 4.058 -8.703 -14.423
C 6.068 -7.689 -15.508
C 3.115 -4.138 -14.488
H 5.813 -4.186 -14.519
H 5.205 -3.248 -15.783
H 6.069 -4.824 -16.156
H 2.288 -5.543 -16.317
H 3.174 -4.334 -17.322
H 4.779 -6.161 -17.938
H 3.063 -6.415 -18.278
H 4.368 -8.424 -17.272
H 2.817 -8.050 -16.601
H 4.448 -8.657 -13.403
H 2.998 -8.938 -14.324
H 4.481 -9.656 -14.763
H 6.232 -8.706 -15.877
H 6.464 -7.023 -16.274
H 6.619 -7.618 -14.572
H 2.080 -4.484 -14.502
H 3.181 -3.073 -14.714
H 3.385 -4.173 -13.430
H 4.231 -6.784 -12.868
```

Values from the calculation:
**LUMO energy**: 0.57 eV
**M**: 629.0 g mol⁻¹
**Net charge**: 0
**Orbital gap**: 8.6 eV
**E_HOMO**: -8.0619 eV
**SMILES string**: CC1(C)CCCC(C)(C)N1O.CC1(C)CCCC(C)(C)N1O.CC1(C)CCCC(C)(C)N1O.CC1(C)CCCC(C)(C)N1O

=====

Best to worst by energy: iii, ii, i.

=====

## i
An isolated ion of composition C4H8FN2O and charge +1, computed with ωB97M-V/def2-TZVPD.

The geometry in XYZ format:
```
16
Properties=species:S:1:pos:R:3
C -0.343 0.514 -0.014
C -1.493 -0.218 -0.078
C 2.048 0.587 0.022
C 1.182 -1.525 0.035
N 0.929 -0.085 0.055
N -2.663 0.365 -0.010
O -0.607 1.900 0.021
F 3.268 0.097 0.198
H -1.509 -1.224 -0.306
H 2.150 1.607 0.000
H 0.740 -2.135 1.035
H 0.509 -1.874 -0.788
H 2.205 -1.828 0.034
H -2.823 1.401 0.092
H -0.025 2.508 -0.263
H -3.567 -0.089 -0.031
```

Values from the calculation:
**LUMO energy (alpha / beta)**: -4.53 / -4.53 eV
**M**: 119.1 g mol⁻¹
**Net charge**: +1
**Orbital gap (alpha / beta)**: 7.8 / 7.8 eV
**E_HOMO (alpha / beta)**: -12.3093 / -12.3088 eV
**SMILES string**: C[N+](=C\F)/C(O)=C/N

=====

## ii
An isolated ion of composition C4H8FN2O and charge +1, computed with ωB97M-V/def2-TZVPD.

The geometry in XYZ format:
```
16
Properties=species:S:1:pos:R:3
C -0.201 0.628 -1.670
C 1.774 0.751 -0.360
C -1.205 0.507 -0.574
C -0.213 0.187 0.971
N 1.035 0.716 -1.578
N -0.422 -1.550 1.146
O 1.020 0.554 0.836
F -2.017 -0.553 -0.643
H -0.512 0.725 -2.693
H 2.718 0.051 -0.499
H 2.190 1.790 -0.251
H -1.863 1.441 -0.342
H -0.743 0.682 1.846
H 0.144 -2.357 0.779
H -1.414 -1.884 0.870
H -0.291 -1.687 2.162
```

Values from the calculation:
**LUMO energy**: -3.62 eV
**M**: 119.1 g mol⁻¹
**Net charge**: +1
**Orbital gap**: 10.3 eV
**E_HOMO**: -13.9323 eV
**SMILES string**: [NH3+][C@H]1OCN=C[C@H]1F

=====

Best to worst by energy: i, ii.

=====

## i
A 2-piece molecular cluster, C2H6OP2 overall, computed with ωB97M-V/def2-TZVPD.

The geometry in XYZ format:
```
11
Properties=species:S:1:pos:R:3
C 0.924 0.070 0.511
C -0.235 0.074 -0.377
O 0.377 -1.090 -0.125
P 2.540 0.730 0.144
P -2.978 0.486 0.399
H 0.637 0.124 1.550
H -0.149 0.566 -1.298
H 2.600 0.259 -1.148
H 2.965 -0.527 0.609
H -3.281 -0.812 0.557
H -3.402 0.120 -0.823
```

Values from the calculation:
**LUMO energy (alpha / beta)**: -0.67 / -0.20 eV
**M**: 108.0 g mol⁻¹
**Net charge**: 0
**Orbital gap (alpha / beta)**: 8.0 / 8.3 eV
**E_HOMO (alpha / beta)**: -8.6264 / -8.4681 eV

=====

## ii
One molecule with the formula C2H6OP2, computed with ωB97M-V/def2-TZVPD.

The geometry in XYZ format:
```
11
Properties=species:S:1:pos:R:3
C 0.650 0.516 -0.995
C -1.251 0.783 0.297
O -0.518 1.149 -0.847
P -0.289 -2.395 -1.953
P 0.823 -1.263 -0.702
H 1.098 0.793 -1.955
H -0.681 0.979 1.210
H -1.496 -0.290 0.246
H -2.166 1.372 0.294
H 0.711 -1.365 0.696
H 2.225 -1.299 -0.736
```

Values from the calculation:
**LUMO energy (alpha / beta)**: -1.63 / -1.63 eV
**M**: 108.0 g mol⁻¹
**Net charge**: 0
**Orbital gap (alpha / beta)**: 5.8 / 5.8 eV
**E_HOMO (alpha / beta)**: -7.4596 / -7.4524 eV

=====

Best to worst by energy: ii, i.

=====

## i
C3H3I3O as an isolated structure, computed with ωB97M-V/def2-TZVPD.

The geometry in XYZ format:
```
10
Properties=species:S:1:pos:R:3
C 1.028 0.455 -1.151
C 0.153 -0.525 -1.422
C -0.062 -1.559 -0.450
O 0.197 -1.200 0.764
I -0.540 -0.835 -3.326
I 0.147 -3.537 -1.027
I -3.308 -2.001 0.079
H 1.274 1.286 -1.756
H 1.301 0.554 -0.126
H 0.360 -1.813 1.484
```

Values from the calculation:
**LUMO energy (alpha / beta)**: -2.34 / -2.35 eV
**M**: 435.8 g mol⁻¹
**Net charge**: 0
**Orbital gap (alpha / beta)**: 5.4 / 5.4 eV
**E_HOMO (alpha / beta)**: -7.7944 / -7.7927 eV

=====

## ii
C3H3I3O as an isolated structure, computed with ωB97M-V/def2-TZVPD.

The geometry in XYZ format:
```
10
Properties=species:S:1:pos:R:3
C -1.067 1.376 1.058
C 1.062 -0.466 -0.687
C -0.038 -0.744 0.200
O -1.378 1.208 2.166
I 0.547 0.782 -2.510
I 0.374 -1.632 2.081
I -1.722 -1.365 -0.975
H -1.107 2.195 0.384
H 1.360 -1.302 -1.321
H 1.970 -0.053 -0.396
```

Values from the calculation:
**LUMO energy (alpha / beta)**: -0.84 / -0.57 eV
**M**: 435.8 g mol⁻¹
**Net charge**: 0
**Orbital gap (alpha / beta)**: 7.3 / 7.5 eV
**E_HOMO (alpha / beta)**: -8.1281 / -8.0723 eV

=====

Best to worst by energy: i, ii.